1.
{"formula": "C4H5LiO3Pb", "method": "ωB97M-V/def2-TZVPD", "species": ["Pb", "O", "C", "H", "H", "H", "C", "C", "O", "C", "O", "Li", "H", "H"], "xyz": [[0.53258, 2.26221, -0.69639], [-1.04767, 0.65203, -0.28566], [-2.13775, 0.44570, 0.64461], [-2.97588, 0.03423, 0.07530], [-1.84189, -0.28196, 1.40599], [-2.33320, 1.43622, 1.06047], [2.42459, 0.00772, 0.25856], [1.45929, -0.37650, -0.58624], [0.87724, 0.45972, -1.53613], [-0.36271, -0.41142, -0.71682], [-0.75059, -1.54486, -0.58302], [0.54750, -2.98156, -0.24125], [2.49287, -0.51921, 1.20973], [3.11561, 0.81770, -0.00916]], "forces_ev_per_a": [[0.431, 3.699, 1.159], [0.420, 0.455, -0.695], [-1.055, -0.562, 0.452], [0.052, 0.318, 0.210], [0.079, 0.319, -0.081], [-0.150, -0.318, -0.052], [-0.375, 0.275, -0.498], [-2.482, 0.591, 2.635], [0.180, -1.652, -4.386], [3.923, -2.956, 3.330], [-1.539, -0.208, -1.750], [-0.190, 0.197, -0.237], [0.532, 0.128, -0.298], [0.174, -0.285, 0.212]], "e_lumo_ev": -9.39, "homo_lumo_gap_ev": 7.56, "homo_energy_ev": -16.9477, "total_charge": 2, "fmax_ha_per_bohr": 0.11541}


2.
{"formula": "C20H25NO2", "method": "ωB97M-V/def2-TZVPD", "species": ["C", "C", "C", "C", "C", "C", "H", "H", "O", "C", "C", "C", "C", "C", "C", "H", "O", "C", "C", "H", "C", "H", "C", "N", "C", "C", "H", "H", "C", "H", "H", "C", "H", "H", "H", "H", "H", "H", "H", "H", "H", "H", "H", "H", "H", "H", "H", "H"], "xyz": [[3.50195, 4.82176, -4.31753], [3.84099, 3.58037, -3.78063], [3.03295, 2.36348, -3.84248], [1.76380, 2.60437, -4.39092], [1.17450, 3.95831, -4.93161], [2.22276, 5.02498, -4.91033], [1.96382, 6.01146, -5.26145], [0.26414, 3.84231, -5.43535], [0.92906, 1.51809, -4.64617], [0.98127, 0.53303, -3.58185], [0.78542, -0.92780, -4.18808], [0.63762, -1.85608, -3.34143], [0.77886, -1.45556, -1.79829], [1.26590, -0.42024, -1.37042], [1.15333, 0.74593, -2.34447], [1.61961, 1.77363, -1.89034], [1.50923, 0.14031, 0.02726], [1.48099, -0.89375, 0.96764], [-0.12654, -1.37610, 1.34905], [-0.47445, -1.62465, 0.48323], [-0.17773, -2.24687, 2.37648], [0.60930, -3.20871, 2.06881], [-1.47124, -2.75858, 2.84346], [-1.88061, -1.83294, 3.92864], [-2.66819, -0.63106, 3.32140], [-3.69474, -0.14556, 4.48781], [-4.63340, 0.11172, 3.95171], [-3.50914, 0.71907, 4.85521], [-3.57502, -1.15757, 5.46517], [-2.98179, -0.99395, 6.36218], [-4.72498, -1.50141, 5.79889], [-3.27199, -2.36554, 4.57869], [-2.78792, -3.26564, 5.30201], [-3.99510, -2.67539, 4.01204], [-1.64426, 0.28219, 3.61324], [-2.76286, -0.66226, 2.42933], [-2.35980, -2.67970, 1.90486], [-1.28789, -3.69272, 3.38530], [0.42849, -1.93007, 3.31899], [-0.33717, -0.36217, 1.55975], [2.03115, -0.48557, 1.95382], [2.19955, -1.89449, 0.63247], [0.95204, -2.37361, -1.20340], [0.43875, -2.66015, -3.49162], [0.49197, -0.93585, -5.26429], [3.38453, 1.56119, -3.40682], [4.89283, 3.62809, -3.37694], [4.02999, 5.79370, -4.20303]], "forces_ev_per_a": [[-2.271, 0.339, -0.194], [1.214, -0.127, -0.114], [-1.222, 8.447, -2.494], [-1.490, 1.935, -1.820], [7.549, -1.901, 2.398], [-2.744, -2.842, 0.427], [-0.051, 0.097, -0.177], [-1.184, 0.487, -0.507], [0.508, -0.671, 2.408], [-1.241, -2.706, -7.426], [-0.604, 6.905, -2.309], [3.779, 14.909, 9.142], [-0.990, -11.298, -3.959], [1.081, 12.005, 2.713], [3.550, 2.372, 6.850], [-1.863, -2.461, -1.279], [-0.266, -2.587, -3.369], [1.318, -2.827, 2.173], [6.508, 6.778, -0.691], [-2.592, -1.762, -5.039], [4.977, -6.326, 4.355], [-2.299, 1.989, 0.557], [-2.667, 1.095, -0.330], [-6.189, -0.192, -1.202], [7.641, 4.402, 15.290], [-0.892, -2.168, -6.734], [-0.222, -1.177, 0.662], [2.170, 5.937, 2.061], [-5.441, -5.034, 1.611], [0.211, -0.093, -0.447], [2.737, 1.222, 0.021], [10.144, -0.776, 7.399], [-1.927, 1.827, -1.956], [-3.991, -1.594, -3.721], [-2.999, -2.023, -1.810], [-2.064, -0.360, -11.263], [2.489, -1.069, 2.500], [-0.698, -0.350, -0.787], [-1.208, -0.052, -1.449], [-1.483, 1.078, 0.487], [-1.459, -0.836, -2.121], [-2.040, 2.625, 0.740], [-0.910, 0.348, -0.004], [-4.122, -16.934, -3.139], [0.789, -0.233, 0.906], [1.385, -4.204, 1.714], [-1.281, -0.850, -0.084], [0.360, -1.342, 0.012]], "e_lumo_ev": 0.79, "homo_lumo_gap_ev": 9.27, "homo_energy_ev": -8.4846, "fmax_ha_per_bohr": 0.34794}


3.
{"formula": "C15H40ClN5O5", "method": "ωB97M-V/def2-TZVPD", "species": ["C", "C", "O", "N", "H", "H", "C", "H", "H", "H", "H", "H", "H", "C", "C", "O", "N", "H", "H", "C", "H", "H", "H", "H", "H", "H", "C", "C", "O", "N", "H", "H", "C", "H", "H", "H", "H", "H", "H", "C", "C", "O", "N", "H", "H", "C", "H", "H", "H", "H", "H", "H", "C", "C", "O", "N", "H", "H", "C", "H", "H", "H", "H", "H", "H", "Cl"], "xyz": [[-3.12224, -2.09474, 2.36759], [-3.97891, -1.54201, 1.18299], [-4.95032, -0.79653, 1.32508], [-3.69367, -2.13018, -0.20123], [-4.31130, -1.54094, -0.74107], [-2.71187, -2.01714, -0.40953], [-4.15979, -3.63793, -0.18344], [-3.41057, -3.08627, 2.71663], [-3.16832, -1.51355, 3.28857], [-2.05605, -2.01332, 2.15614], [-3.34937, -4.05347, 0.41544], [-4.19011, -4.04687, -1.19336], [-5.16595, -3.67694, 0.23396], [3.02868, -2.00652, -1.39486], [3.24575, -0.58728, -2.02252], [3.34626, -0.39495, -3.21828], [3.53389, 0.56429, -0.94925], [2.63029, 0.95660, -0.72635], [4.05731, 0.16344, -0.18409], [4.48692, 1.61967, -1.59913], [2.53845, -2.64388, -2.13076], [2.43441, -2.00989, -0.48111], [4.03765, -2.37106, -1.20202], [5.35839, 1.12403, -2.02691], [4.83154, 2.30248, -0.82253], [3.93088, 2.19028, -2.34298], [-0.95794, -0.37838, -3.46769], [-0.14449, -0.11218, -4.67618], [0.34505, -0.96284, -5.35212], [-0.03223, 1.35444, -5.03989], [-0.15991, 1.54946, -6.02262], [-0.79133, 1.74534, -4.50039], [1.34986, 1.88153, -4.63175], [-0.31055, -0.28727, -2.59551], [-1.22071, -1.43428, -3.53186], [-1.79711, 0.31355, -3.39601], [1.24676, 2.95989, -4.75266], [2.07357, 1.57240, -5.38592], [1.62455, 1.59250, -3.61730], [2.96060, -1.52210, 5.99914], [2.95742, -2.00618, 4.54210], [3.16102, -3.14051, 4.22487], [2.78497, -0.89674, 3.55039], [3.00084, -0.02481, 4.01215], [3.50158, -1.09045, 2.86553], [1.38464, -0.77209, 2.91828], [1.91572, -1.57072, 6.30566], [3.47123, -0.56201, 6.07377], [3.58303, -2.13828, 6.64798], [1.49454, 0.21358, 2.46609], [0.64132, -0.84457, 3.71220], [1.34234, -1.58029, 2.18812], [-3.53492, 4.56505, 1.04778], [-2.16461, 3.92892, 1.21979], [-1.37211, 4.28129, 2.07092], [-1.68849, 2.93252, 0.20414], [-2.08735, 3.20326, -0.68339], [-0.68748, 2.92804, 0.06977], [-2.14788, 1.49490, 0.66755], [-3.82502, 5.07647, 1.96560], [-4.36333, 3.85918, 0.98796], [-3.55133, 5.15885, 0.13387], [-3.22981, 1.56699, 0.55652], [-1.85160, 1.26679, 1.69141], [-1.74947, 0.83606, -0.10401], [-0.36340, -1.71446, -0.22145]], "forces_ev_per_a": [[0.022, 0.928, -0.476], [-2.675, 1.211, 3.127], [3.628, -2.345, -1.347], [-1.798, -0.279, 1.486], [-0.150, 0.064, -1.018], [0.198, -0.180, -0.463], [0.845, 0.839, -0.141], [0.029, -0.281, -0.593], [-0.878, 0.538, -0.297], [0.228, -0.649, -0.525], [-0.619, -0.691, -0.006], [0.248, 0.248, 0.008], [0.234, 0.038, 0.285], [-0.065, 1.641, -0.512], [0.326, -2.157, -2.580], [-0.498, 0.600, 4.052], [1.499, 0.146, -2.996], [0.021, 0.234, 0.646], [-0.304, -0.221, 0.600], [-0.373, 0.345, 0.434], [0.253, 0.072, -0.104], [0.228, 0.185, 0.088], [0.082, -0.272, 0.084], [-0.294, -0.217, -0.047], [-0.162, -0.112, 0.108], [0.111, -0.295, 0.004], [0.171, -0.085, 0.345], [0.503, -2.055, -1.963], [-0.171, 1.555, 0.641], [1.082, -0.857, 1.257], [-0.242, -0.149, -0.807], [-0.077, 1.050, -0.204], [-0.619, 1.016, -0.890], [0.061, 0.286, 0.235], [-0.437, 0.177, -0.031], [-0.227, -0.316, 0.155], [0.259, 0.071, 0.371], [-0.072, -0.436, 0.224], [-0.243, -0.112, -0.266], [0.394, -0.003, -1.156], [1.372, -2.809, 3.700], [-0.735, 2.025, -1.179], [-0.993, -0.206, -0.566], [0.250, 0.398, 0.363], [0.255, 0.065, -0.577], [1.980, -0.086, 0.205], [0.051, 0.484, 0.507], [-0.681, 0.493, 0.069], [-0.336, -0.639, -0.329], [-0.907, -0.080, -0.159], [0.055, 0.121, -0.191], [-0.368, 0.098, 0.138], [-0.123, -1.328, 0.078], [0.930, 3.522, 3.371], [-1.347, -1.726, -2.206], [-0.457, -1.810, 0.655], [-0.549, -0.243, -0.524], [0.486, 0.507, 0.527], [-0.424, 1.546, -1.628], [0.684, 0.613, -0.204], [0.113, -0.533, -0.483], [-0.016, 0.367, 0.159], [-0.019, -0.388, 0.341], [0.185, 0.379, -0.211], [0.009, -0.222, 0.381], [0.067, -0.076, 0.037]], "s_squared": 0.7524, "e_lumo_ev": [-14.39, -19.13], "homo_lumo_gap_ev": [8.96, 4.22], "spin_multiplicity": 2, "homo_energy_ev": [-23.3479, -23.3473], "total_charge": 5, "fmax_ha_per_bohr": 0.09652}


4.
{"formula": "C10H16NS", "method": "ωB97M-V/def2-TZVPD", "species": ["C", "S", "C", "C", "C", "C", "C", "C", "C", "N", "C", "C", "H", "H", "H", "H", "H", "H", "H", "H", "H", "H", "H", "H", "H", "H", "H", "H"], "xyz": [[1.59690, -2.83849, 0.69615], [1.08495, -1.43041, 1.85944], [0.92970, -0.03166, 0.56451], [-0.08908, -0.29433, -0.62424], [-1.37389, -0.92469, -0.44757], [-2.25921, -0.98805, -1.45951], [-1.96701, -0.46026, -2.73124], [-0.72464, 0.13957, -2.90945], [0.19911, 0.18135, -1.89692], [0.54551, 1.13756, 1.52851], [-0.92261, 1.28100, 1.67141], [1.32801, 2.38907, 1.22366], [0.75088, -3.01205, 0.03130], [1.95006, -3.70839, 1.25185], [2.38507, -2.43954, 0.07517], [1.94369, 0.20903, 0.35719], [-1.68107, -1.40910, 0.40898], [-3.16223, -1.52204, -1.33213], [-2.72056, -0.36417, -3.60831], [-0.48163, 0.74695, -3.69986], [1.20797, 0.44000, -2.11375], [0.81808, 0.90854, 2.51616], [-1.37767, 1.22179, 0.74857], [-1.26424, 0.37784, 2.42732], [-1.24890, 2.25318, 2.26113], [0.84829, 2.97971, 0.35336], [1.37825, 3.06444, 2.02459], [2.30623, 2.09316, 0.82366]], "forces_ev_per_a": [[-0.545, 1.408, 0.166], [0.107, -0.483, -1.620], [-1.730, -1.751, 1.312], [-0.123, -0.036, 1.251], [2.616, 1.268, -0.493], [-0.181, 0.015, -2.480], [-0.627, 1.213, -1.222], [-1.412, -0.739, 1.335], [0.515, -0.878, 1.590], [0.199, 0.574, 0.926], [-1.093, -0.025, 5.279], [-0.896, 0.175, -3.670], [-0.011, -0.424, 0.326], [-0.323, 0.266, 0.054], [0.453, -0.019, 0.002], [0.567, 0.014, -1.132], [-0.126, -0.674, 2.177], [-0.903, -0.336, 0.265], [1.244, -0.553, 1.871], [0.319, 0.678, -2.455], [0.602, 0.873, -0.121], [0.288, -0.306, -1.253], [-1.055, -0.024, -1.743], [0.685, 2.139, -2.306], [1.096, -1.814, -1.400], [0.408, -1.186, 1.327], [0.084, 0.485, 1.392], [-0.160, 0.140, 0.623]], "e_lumo_ev": -3.02, "homo_lumo_gap_ev": 9.68, "smiles": "CS[C@@H](c1ccccc1)[NH+](C)C", "homo_energy_ev": -12.7012, "total_charge": 1, "fmax_ha_per_bohr": 0.10484}


5.
{"formula": "C4H8NO3", "method": "ωB97M-V/def2-TZVPD", "species": ["C", "C", "O", "N", "H", "H", "H", "H", "H", "C", "C", "O", "O", "H", "H", "H"], "xyz": [[-0.27024, -0.37304, 1.59500], [1.15136, -0.16158, 2.06293], [1.63575, -0.42532, 3.14551], [1.87898, 0.50647, 0.99750], [2.66675, 0.91922, 1.09672], [1.41083, 0.99998, 0.14679], [-0.28295, -0.84641, 0.59991], [-0.98977, 0.47992, 1.66146], [-0.68009, -1.09725, 2.28426], [-1.10965, -0.40337, -2.45310], [-0.75400, 0.61925, -1.30417], [0.39419, 0.96282, -1.26967], [-1.63297, 0.66403, -0.39609], [-1.04302, 0.07778, -3.39999], [-2.12592, -0.79147, -2.27574], [-0.24925, -1.13102, -2.49131]], "forces_ev_per_a": [[-0.540, -1.112, 0.769], [1.581, 2.847, -2.088], [-0.595, -0.129, -0.994], [-7.740, -2.660, -1.436], [6.842, 2.770, 1.945], [0.309, -1.843, 2.355], [0.120, 0.362, 0.578], [1.162, -0.284, -0.106], [-0.330, -0.378, 0.185], [-0.418, -0.386, 0.886], [1.207, -2.187, -1.346], [0.735, 1.481, -0.159], [-1.555, 0.562, -0.237], [-0.249, 0.841, -0.622], [0.690, -0.357, -0.386], [-1.218, 0.473, 0.655]], "s_squared": 0.7550, "e_lumo_ev": [0.50, -3.92], "homo_lumo_gap_ev": [10.02, 5.59], "spin_multiplicity": 2, "homo_energy_ev": [-9.5186, -9.5062], "fmax_ha_per_bohr": 0.16159}


6.
{"formula": "Cl2O5P2", "method": "ωB97M-V/def2-TZVPD", "species": ["O", "O", "O", "O", "O", "P", "P", "Cl", "Cl"], "xyz": [[-0.47500, 0.50193, 0.31334], [-0.64001, -1.86341, -0.65543], [-0.19449, 1.61072, -2.01063], [-2.01017, -0.85781, 1.44249], [1.68132, -0.03762, -0.92404], [0.54519, 0.96343, -0.86883], [-0.87246, -1.03800, 0.55496], [1.38410, 2.49648, 0.25594], [0.58151, -1.77572, 1.89221]], "forces_ev_per_a": [[0.610, 0.362, -0.923], [-0.970, 0.135, 0.412], [0.857, -0.765, 1.112], [-2.170, -0.856, 0.740], [-1.435, 1.526, -0.716], [1.050, -1.384, -0.713], [1.129, -0.114, -0.667], [0.344, 1.128, 0.391], [0.586, -0.032, 0.364]], "e_lumo_ev": 5.96, "homo_lumo_gap_ev": 8.14, "homo_energy_ev": -2.1741, "total_charge": -2, "fmax_ha_per_bohr": 0.04760}